Molecular formula: C6H10S
Method: DFT, wB97M-V/def2-TZVPD

Last column: Löwdin charge in e.
Atoms and positions in Å:
C (0.7993, -2.1257, 0.3422)  -0.13
C (0.4028, -0.6033, 0.2003)  -0.67
C (0.4562, 0.3141, 1.3142)  -0.19
C (0.4589, 1.3665, 0.1755)  -0.45
C (-0.9901, 1.4659, -0.1884)  -0.43
C (1.4091, 0.4147, -0.6104)  -0.05
H (0.2271, -2.6734, 1.3143)  0.12
H (0.6490, -2.8372, -0.6248)  0.09
H (1.9913, -2.4771, 0.4467)  0.11
H (1.5157, 0.4629, 1.8002)  0.17
H (-0.2134, 0.3809, 2.0831)  0.08
H (0.6887, 2.3975, 0.3450)  0.12
H (-1.2224, 2.3077, -0.9841)  0.11
H (-1.1714, 1.9353, 0.9033)  0.13
H (1.1683, 0.5602, -1.5591)  0.05
H (2.4272, 0.3369, -0.2755)  0.11
S (-1.3299, -0.3367, -0.6781)  0.83

Atomic forces in eV per Å
0.7 -3.5 0.3
1.7 -4.0 -2.9
4.0 2.6 0.4
1.5 1.0 0.9
-0.2 1.7 0.0
-3.2 -0.7 4.2
1.5 1.6 -2.8
-0.5 2.0 2.1
-2.9 1.9 0.3
-1.7 -1.0 -0.9
-2.2 -0.1 1.7
1.1 0.7 0.5
0.2 -2.1 1.4
-1.7 -1.3 -2.5
0.0 -0.1 -4.6
0.2 0.1 0.0
1.5 1.3 1.8

**Largest force on an atom**: 0.1039 Eh/bohr
**Frontier orbital gap**: 9.5 eV
**HOMO**: -8.7 eV
**ΔE to the lowest compared entry with this formula, charge and spin**: 4.4566 eV
**Total charge**: 0
**Electronic energy**: -632.64571 Eh

Molecular formula: C6H10S2
Method: DFT, wB97M-V/def2-TZVPD

Last column: Löwdin charge in e.
Atoms and positions in Å:
C (-0.8597, -0.1336, 1.5620)  -0.20
C (-0.7915, 0.1470, 0.1174)  -0.87
C (-0.5339, 1.6615, -0.1894)  -0.15
C (1.0886, 1.8314, -0.3193)  -0.14
C (1.5431, 0.5269, 0.2402)  -0.58
C (0.5273, -0.3026, -0.3910)  -0.59
H (0.1688, -0.4788, 2.0726)  0.11
H (-1.3368, 0.8702, 2.1776)  0.16
H (-1.5434, -1.1974, 1.6803)  0.09
H (-2.5466, 0.4812, -1.6470)  0.06
H (-1.1975, 2.2105, -0.9541)  0.13
H (-0.8336, 1.8784, 0.7819)  0.04
H (1.1359, 2.8252, 0.4330)  0.17
H (1.1306, 2.0485, -1.3812)  0.10
H (1.2594, 0.5548, 1.3021)  0.07
H (0.7053, -0.2688, -1.4744)  0.09
S (-2.3631, -0.7796, -0.4117)  0.66
S (2.1890, -1.1771, -0.1577)  0.85

Atomic forces in eV per Å
-1.1 -1.8 4.8
-0.6 -2.1 -1.0
-0.5 -0.5 -1.0
-2.5 4.2 1.4
-0.6 -0.4 0.6
1.9 -2.3 -2.4
-2.4 1.0 -1.0
1.1 -3.4 -1.4
1.7 3.2 0.4
0.0 -3.3 2.5
1.2 -1.1 1.0
-0.5 2.3 1.3
1.1 -2.4 -2.4
1.2 0.2 0.0
1.1 0.0 -0.4
-1.2 0.5 0.2
0.7 4.7 -3.7
-0.7 1.0 1.0

**Largest force on an atom**: 0.1171 Eh/bohr
**Frontier orbital gap**: 8.8 eV
**HOMO**: -9.0 eV
**ΔE to the lowest compared entry with this formula, charge and spin**: 6.9564 eV
**Total charge**: 0
**Electronic energy**: -1030.72235 Eh